{
  "formula": "C48H130F3N11O14",
  "method": "ωB97M-V/def2-TZVPD",
  "de_lowest_kj_mol": 0.0,
  "max_force_ha_per_bohr": 0.0799,
  "homo_energy_ev": -8.24,
  "lumo_energy_ev": 0.40,
  "gap_ev": 8.64,
  "species": ["O", "H", "H", "H", "C", "O", "O", "C", "F", "F", "F", "C", "C", "H", "H", "H", "H", "H", "H", "C", "C", "C", "O", "C", "N", "H", "H", "H", "H", "H", "H", "H", "H", "H", "H", "H", "C", "C", "C", "O", "C", "N", "H", "H", "H", "H", "H", "H", "H", "H", "H", "H", "H", "C", "C", "C", "O", "C", "N", "H", "H", "H", "H", "H", "H", "H", "H", "H", "H", "H", "C", "C", "C", "O", "C", "N", "H", "H", "H", "H", "H", "H", "H", "H", "H", "H", "H", "C", "C", "C", "O", "C", "N", "H", "H", "H", "H", "H", "H", "H", "H", "H", "H", "H", "C", "C", "C", "O", "C", "N", "H", "H", "H", "H", "H", "H", "H", "H", "H", "H", "H", "C", "C", "C", "O", "C", "N", "H", "H", "H", "H", "H", "H", "H", "H", "H", "H", "H", "C", "C", "C", "O", "C", "N", "H", "H", "H", "H", "H", "H", "H", "H", "H", "H", "H", "C", "C", "C", "O", "C", "N", "H", "H", "H", "H", "H", "H", "H", "H", "H", "H", "H", "C", "C", "C", "O", "C", "N", "H", "H", "H", "H", "H", "H", "H", "H", "H", "H", "H", "C", "C", "C", "O", "C", "N", "H", "H", "H", "H", "H", "H", "H", "H", "H", "H", "H"],
  "coordinates": [[0.79187, 1.26832, -0.62447], [1.08802, 1.39727, 0.27956], [-0.01667, 0.75182, -0.65743], [0.64961, 2.14877, -0.97968], [0.43847, 4.24942, -2.39284], [1.55468, 3.34138, -2.43516], [-0.17362, 3.89736, -1.19309], [0.82716, 5.79718, -2.64695], [1.23266, 6.11015, -3.82039], [-0.22868, 6.63014, -2.37812], [1.80273, 6.13852, -1.78893], [2.56352, 3.39793, -3.46273], [3.59128, 2.38977, -3.09052], [3.28920, 1.34739, -2.98901], [4.46887, 2.35681, -3.73616], [4.05030, 2.74089, -2.16633], [3.11166, 4.33958, -3.49306], [2.10170, 3.21140, -4.43228], [-0.12822, 4.02597, -3.29673], [3.56231, 1.11056, 1.53620], [2.66576, 2.29044, 1.97746], [2.82688, 3.58476, 1.13536], [4.14365, 4.06006, 1.25886], [4.49119, 5.03294, 0.28650], [1.30332, 1.80223, 1.84839], [3.24985, 0.21793, 2.07812], [4.61730, 1.36754, 1.63137], [3.49877, 0.81832, 0.48803], [2.79759, 2.58062, 3.01982], [2.05543, 4.30486, 1.40817], [2.73919, 3.35984, 0.07243], [3.76222, 5.83916, 0.36835], [4.41531, 4.46646, -0.64165], [5.54100, 5.31673, 0.36035], [1.15505, 1.30827, 2.71679], [0.64210, 2.56344, 1.90710], [-0.52828, 6.57369, 1.90109], [-1.65742, 5.47977, 1.91490], [-2.77719, 5.67660, 0.87988], [-3.74891, 4.66031, 0.94682], [-5.08384, 5.01935, 0.67169], [-0.97098, 4.27388, 1.59757], [0.18643, 6.20956, 2.63913], [-0.85514, 7.52571, 2.31932], [-0.02298, 6.69835, 0.94336], [-2.04504, 5.41320, 2.93147], [-2.31338, 5.60524, -0.10393], [-3.33298, 6.61292, 0.92986], [-5.45781, 3.99978, 0.57832], [-5.12387, 5.67273, -0.19985], [-5.54064, 5.55938, 1.50103], [-0.51919, 4.33360, 0.69622], [-1.78500, 3.86931, 1.15735], [-0.00546, -7.61763, 1.29090], [-0.30770, -7.02287, -0.04566], [0.65300, -5.83520, -0.53435], [0.01720, -4.93366, -1.45626], [-0.91076, -4.02346, -0.83017], [-0.17857, -8.02561, -1.07852], [-0.11465, -6.90736, 2.11046], [0.93266, -8.16754, 1.36596], [-0.72384, -8.43015, 1.39974], [-1.31008, -6.60730, 0.05753], [1.51030, -6.28051, -1.03916], [1.00464, -5.27468, 0.33184], [-1.18206, -3.27833, -1.57801], [-0.44760, -3.46122, -0.01932], [-1.87594, -4.49716, -0.65088], [-0.16523, -7.63761, -2.01093], [0.64001, -8.61719, -1.06971], [2.00606, -0.16818, 6.32821], [1.97564, -0.44092, 4.83007], [2.29903, -1.94550, 4.49664], [3.63707, -2.19708, 4.60808], [3.94785, -3.38948, 4.01264], [0.73658, -0.01380, 4.29576], [1.07543, -0.52207, 6.77182], [2.08407, 0.87024, 6.65022], [2.80938, -0.67077, 6.86690], [2.62633, 0.25411, 4.29938], [1.85126, -2.19877, 3.53567], [1.73222, -2.49808, 5.24596], [3.72441, -3.23404, 2.95718], [3.36181, -4.23207, 4.37967], [4.98834, -3.70780, 4.07709], [-0.05311, -0.61530, 4.48204], [0.43257, 0.88769, 4.63489], [-4.82739, 2.16256, -2.56549], [-3.62053, 3.03080, -2.62899], [-3.92685, 4.40997, -3.11373], [-4.37709, 4.32739, -4.50759], [-4.48383, 5.55568, -5.12732], [-3.06246, 2.98235, -1.30657], [-5.27665, 1.98068, -3.54180], [-5.64334, 2.59892, -1.98937], [-4.60395, 1.22070, -2.06441], [-2.86280, 2.64743, -3.31234], [-3.01566, 5.00796, -3.12981], [-4.72072, 4.82930, -2.49564], [-3.50419, 6.01114, -5.27206], [-5.13783, 6.29719, -4.66846], [-4.90223, 5.44488, -6.12770], [-2.14257, 3.39858, -1.28114], [-3.58623, 3.60530, -0.70848], [3.45302, -2.94899, -6.24386], [3.45745, -1.46692, -6.50619], [3.35855, -0.61285, -5.24189], [2.21394, -0.91918, -4.39169], [0.93480, -0.67129, -4.90598], [4.68375, -1.16782, -7.16213], [4.29659, -3.35590, -5.68629], [3.41026, -3.55523, -7.14871], [2.49240, -3.11970, -5.75790], [2.62450, -1.19247, -7.15348], [3.24664, 0.43114, -5.53459], [4.21160, -0.70780, -4.57004], [0.89504, 0.37332, -5.21471], [0.13556, -0.83056, -4.18213], [0.72921, -1.34505, -5.73776], [4.46375, -0.53956, -7.92173], [5.02672, -1.93738, -7.71912], [2.67367, -2.53040, 0.42742], [2.82716, -2.07098, -1.02308], [3.53674, -3.16581, -1.90936], [4.85440, -3.33900, -1.38111], [5.86352, -2.43199, -1.52511], [1.56517, -1.73080, -1.64718], [2.30034, -3.55349, 0.47226], [1.94780, -1.85537, 0.88079], [3.60592, -2.46185, 0.98805], [3.42712, -1.16228, -0.97383], [3.55662, -2.79365, -2.93366], [2.89363, -4.04256, -1.83311], [6.13161, -2.43923, -2.58160], [6.74771, -2.94917, -1.15252], [5.82177, -1.40510, -1.16197], [0.90597, -2.49404, -1.70210], [1.69218, -1.44513, -2.60758], [-2.24652, 0.48187, 1.56040], [-2.22339, -0.38637, 0.35223], [-3.60097, -1.05708, 0.13638], [-3.49558, -1.93623, -0.96453], [-4.71872, -2.51534, -1.36066], [-1.80373, 0.37320, -0.84368], [-1.27306, 0.95812, 1.67730], [-2.58643, -0.13564, 2.39181], [-2.89993, 1.35060, 1.48005], [-1.39872, -1.09785, 0.39487], [-4.41315, -0.34685, -0.01863], [-3.87158, -1.67679, 0.99126], [-5.12528, -2.96359, -0.45408], [-4.54672, -3.30716, -2.08972], [-5.41836, -1.75660, -1.71126], [-2.37910, 1.19154, -0.98283], [-2.05386, -0.14614, -1.67303], [-1.20100, -3.09215, 2.83793], [-1.90657, -3.17035, 4.18355], [-1.05184, -3.95875, 5.19975], [-0.89666, -5.41913, 4.78449], [-0.10137, -6.20886, 5.59249], [-2.09385, -1.78423, 4.63896], [-0.65971, -4.00134, 2.57624], [-0.31183, -2.46287, 2.87649], [-1.79073, -2.85223, 1.95319], [-2.73478, -3.86747, 4.05632], [-1.61541, -3.98264, 6.13245], [-0.11903, -3.46553, 5.47305], [0.88185, -5.74760, 5.68529], [0.00469, -7.24043, 5.25676], [-0.49102, -6.40621, 6.59115], [-2.51234, -1.76918, 5.55806], [-2.79814, -1.39630, 4.02774], [-0.59853, 4.88735, 5.83632], [0.09814, 3.57458, 5.83179], [-0.40568, 2.70543, 6.98137], [0.04410, 3.15184, 8.22968], [-0.59892, 2.49679, 9.32378], [-0.23910, 2.98786, 4.50945], [-1.68119, 4.86397, 5.96043], [-0.17495, 5.48432, 5.02867], [-0.16634, 5.49787, 6.62914], [1.17858, 3.71793, 5.81725], [-0.10348, 1.67419, 6.79883], [-1.49560, 2.71902, 6.98218], [-0.08269, 2.85737, 10.21351], [-0.53115, 1.40893, 9.33104], [-1.66432, 2.67973, 9.46363], [-1.24515, 2.97037, 4.42197], [0.05769, 3.61204, 3.77296], [-2.76839, -5.24851, -6.39676], [-2.09318, -3.93572, -6.10618], [-2.33832, -3.24304, -4.68977], [-2.10899, -1.79555, -4.96763], [-2.80719, -0.84724, -4.24596], [-0.67497, -4.17761, -6.32748], [-2.26799, -6.02448, -5.81748], [-2.69368, -5.68084, -7.39456], [-3.82961, -5.18605, -6.15589], [-2.53918, -3.23111, -6.80810], [-1.64791, -3.71792, -3.99270], [-3.34875, -3.48705, -4.36178], [-2.54591, -0.84792, -3.18774], [-3.87657, -0.92047, -4.44382], [-2.47807, 0.11583, -4.63621], [-0.53085, -4.41931, -7.29748], [-0.35579, -3.22822, -6.19752]]
}